The following is a quantum chemistry calculation of a molecular structure, C32H33CoF2N5O2S2, from OMol25.

```
77
Properties=species:S:1:pos:R:3:mulliken_spin:R:1
Co -0.19917 -0.23336 -0.28752 1.0460
C 1.62640 6.39573 -2.47897 0.0026
C 1.09535 5.22281 -1.70348 -0.0003
C 0.53851 5.34069 -0.47442 -0.0004
C 0.06102 4.21410 0.27340 0.0114
C -0.34960 4.50957 1.56590 0.0018
N -0.54422 3.75282 2.63412 0.0012
C -0.10681 2.37873 2.86535 -0.0018
C -0.24163 2.07650 4.35638 -0.0001
C 0.12532 0.63203 4.71508 0.0003
N -0.59836 -0.27860 3.85306 0.0001
C -1.76251 -0.80908 4.08088 0.0007
C -2.57025 -1.36091 3.06114 0.0003
C -3.77717 -2.01661 3.38586 -0.0002
C -4.63411 -2.47230 2.41992 -0.0019
C -5.90684 -3.20287 2.75146 0.0021
C -4.28321 -2.22389 1.07687 0.0009
C -3.13153 -1.57875 0.68991 -0.0010
C -2.91069 -1.32982 -0.72979 -0.0155
N -1.91258 -0.73312 -1.24385 -0.0191
C -1.89863 -0.59602 -2.69596 -0.0044
C -0.71184 -1.31108 -3.33863 0.0041
C 0.66913 -0.69643 -3.01143 -0.0101
N 0.54023 0.36369 -2.01724 0.0039
C 0.83584 1.54385 -2.38344 -0.0120
C 0.69475 2.79048 -1.63684 -0.0097
C 1.17839 3.91069 -2.24662 0.0023
C -0.00778 2.89710 -0.35753 0.0160
O -0.69445 1.97662 0.11056 0.0075
C -2.19682 -1.15214 1.68862 -0.0109
O -1.10164 -0.58306 1.41936 0.0153
H 1.47672 7.32587 -1.93194 0.0003
H 1.12676 6.49070 -3.44537 0.0000
H 2.69565 6.28953 -2.67361 -0.0002
H 0.47576 6.31972 -0.00831 -0.0001
H -0.50298 5.56549 1.77423 0.0000
H -0.85469 4.24951 3.45371 -0.0001
H 0.92330 2.27104 2.52236 0.0000
H -0.70710 1.70654 2.25482 0.0023
H -1.27951 2.25271 4.66180 -0.0001
H 0.39249 2.75119 4.93868 0.0001
H -0.11607 0.42616 5.75878 0.0002
H 1.18827 0.45735 4.55543 -0.0001
H -0.27418 -0.34722 2.87310 -0.0014
H -2.13592 -0.78165 5.10312 0.0000
H -4.02218 -2.16054 4.43408 0.0001
H -6.08558 -3.20832 3.82619 0.0002
H -5.86505 -4.24102 2.41603 -0.0001
H -6.76922 -2.73770 2.27055 -0.0002
H -4.96572 -2.55362 0.29803 0.0000
H -3.70406 -1.69804 -1.38723 -0.0009
H -1.86032 0.47153 -2.92774 0.0024
H -2.82584 -0.99536 -3.11990 0.0001
H -0.87472 -1.26996 -4.41814 0.0008
H -0.72384 -2.36063 -3.04323 0.0002
H 1.14156 -0.30579 -3.91788 -0.0019
H 1.32080 -1.45482 -2.58851 0.0038
H 1.23760 1.67811 -3.39253 0.0015
H 1.64771 3.79454 -3.22031 -0.0004
S 0.24332 -2.85509 -0.21079 0.0357
C 1.64207 -3.35191 -1.06715 0.0026
N 2.79011 -2.74297 -1.13829 0.0067
C 3.67439 -3.40446 -1.96989 -0.0020
C 4.98233 -2.99454 -2.22923 0.0030
C 5.77260 -3.74828 -3.07800 -0.0016
C 5.27963 -4.91099 -3.67443 0.0022
C 3.98325 -5.33270 -3.42788 -0.0005
C 3.18755 -4.57393 -2.57881 0.0015
S 1.53960 -4.80549 -2.08902 0.0026
H 5.35656 -2.09520 -1.75724 0.0000
H 6.78888 -3.43504 -3.28206 -0.0001
H 5.91355 -5.48801 -4.33545 0.0003
H 3.59893 -6.23278 -3.89083 -0.0001
F 1.46756 -0.11602 2.00702 -0.0034
C 1.51702 0.03944 0.58570 -0.0788
F 2.07504 1.33110 0.45981 -0.0042
H 2.30287 -0.64583 0.26816 0.0005
```

## Properties
spin multiplicity = 2
total charge = 0
total energy = -4042.35894 hartree
F_max = 0.00458 Eh/bohr
ΔE to the lowest compared entry with this formula, charge and spin = 0.00 kcal/mol
highest occupied orbital energy (alpha / beta) = -6.2 / -6.3 eV